ORCA calculation (ωB97M-V with the def2-TZVPD basis set) on a single C5H7NO molecule.

Atoms and positions in Å:
1 O 2.308 1.494 1.491
2 N 1.104 0.169 0.071
3 C -1.376 0.220 0.109
4 C -1.473 -0.712 -1.020
5 C 2.230 0.803 0.494
6 C -0.074 0.088 0.906
7 C -1.553 -1.457 -1.964
8 H 3.089 0.623 -0.178
9 H -0.075 -0.857 1.464
10 H -0.001 0.903 1.630
11 H -1.655 -2.111 -2.803
12 H -1.477 1.243 -0.269
13 H -2.214 0.043 0.793
14 H 1.167 -0.452 -0.723

**HOMO-LUMO gap**: 10.70 eV
**E_LUMO**: 0.8500 eV
**SMILES**: C#CCCNC=O
**Net charge**: 0
**Calculated total energy**: -324.661245 Ha

Charges in e, computed with Löwdin, in the same order as the atoms: 0.011 0.018 -0.195 -0.155 -0.363 -0.195 0.109 0.130 0.128 0.120 0.026 0.122 0.119 0.126

=====

ORCA calculation (ωB97M-V with the def2-TZVPD basis set) on 2 unconnected molecules or ions with the total composition C5H7NO at a distorted geometry.

Atoms and positions in Å:
1 O 1.096 -1.674 -1.288
2 N 2.565 0.321 0.246
3 C -2.022 -0.031 0.210
4 C 0.507 1.830 0.042
5 C -0.795 -0.892 0.070
6 C 1.484 1.129 0.160
7 C 0.179 -1.213 -0.704
8 H 2.495 -0.490 -0.361
9 H -0.257 2.558 -0.109
10 H -0.955 -2.048 -0.201
11 H -2.820 -0.759 0.346
12 H -2.049 0.635 1.082
13 H 2.824 0.070 1.191
14 H -2.251 0.565 -0.683

**HOMO-LUMO gap**: 9.36 eV
**E_LUMO**: 0.6500 eV
**SMILES**: CC=C=O.C#CN
**Net charge**: 0
**Calculated total energy**: -324.557206 Ha

Charges in e, computed with Löwdin, in the same order as the atoms: 0.102 0.070 -0.107 0.077 -0.121 -0.284 -0.324 0.065 0.030 0.173 0.068 0.073 0.099 0.079

=====

ORCA calculation (ωB97M-V with the def2-TZVPD basis set) on a single C5H7NO molecule.

Atoms and positions in Å:
1 O 1.072 -1.272 -0.221
2 N 2.755 0.308 -0.244
3 C 1.399 0.032 -0.125
4 C -0.299 -1.339 -0.144
5 C 0.290 0.807 0.009
6 C -0.830 -0.104 -0.006
7 C -2.281 0.246 0.114
8 H -2.487 0.769 1.054
9 H -2.904 -0.654 0.087
10 H -2.601 0.901 -0.704
11 H 3.014 1.195 0.164
12 H -0.721 -2.331 -0.203
13 H 3.335 -0.441 0.114
14 H 0.258 1.885 0.104

**HOMO-LUMO gap**: 8.64 eV
**E_LUMO**: 0.9924 eV
**SMILES**: Cc1coc(N)c1
**Net charge**: 0
**Calculated total energy**: -324.702357 Ha

Charges in e, computed with Löwdin, in the same order as the atoms: 0.043 0.125 -0.398 -0.086 0.004 -0.288 -0.054 0.078 0.076 0.078 0.094 0.122 0.096 0.110

=====

ORCA calculation (ωB97M-V with the def2-TZVPD basis set) on a single C5H7NO molecule.

Atoms and positions in Å:
1 O -1.820 -0.967 0.622
2 N 0.080 0.331 0.831
3 C -0.719 -0.336 0.119
4 C 0.646 0.015 -1.815
5 C 1.748 0.626 -2.127
6 C -0.117 0.402 2.260
7 C -0.443 -0.530 -1.330
8 H -0.395 -0.567 2.694
9 H -0.899 1.125 2.520
10 H -2.248 -1.484 -0.072
11 H 2.718 0.192 -1.899
12 H 1.718 1.613 -2.577
13 H -1.089 -1.159 -1.941
14 H 0.820 0.738 2.716

**HOMO-LUMO gap**: 9.74 eV
**E_LUMO**: 0.6889 eV
**SMILES**: C=C=C/C(O)=N/C
**Net charge**: 0
**Calculated total energy**: -324.637653 Ha

Charges in e, computed with Löwdin, in the same order as the atoms: 0.067 0.037 -0.440 -0.095 0.028 -0.127 -0.037 0.076 0.081 0.100 0.070 0.067 0.105 0.068

=====

ORCA calculation (ωB97M-V with the def2-TZVPD basis set) on a single C5H7NO molecule.

Atoms and positions in Å:
1 O 1.652 0.608 0.471
2 N 0.760 -1.556 0.098
3 C 0.496 1.331 0.015
4 C -1.474 -0.373 0.321
5 C -0.603 0.475 -0.573
6 C 1.638 -0.738 0.502
7 C -0.411 -1.016 -0.522
8 H -1.067 0.895 -1.464
9 H -1.299 -0.356 1.398
10 H -2.514 -0.504 0.024
11 H 0.857 2.025 -0.749
12 H 0.144 1.917 0.873
13 H 2.564 -1.093 0.951
14 H -0.746 -1.613 -1.364

**HOMO-LUMO gap**: 10.21 eV
**E_LUMO**: 0.9720 eV
**SMILES**: C1=N[C@H]2C[C@H]2CO1
**Net charge**: 0
**Calculated total energy**: -324.665952 Ha

Charges in e, computed with Löwdin, in the same order as the atoms: -0.041 0.092 -0.133 -0.059 -0.213 -0.229 -0.288 0.135 0.117 0.101 0.124 0.128 0.130 0.135

=====

ORCA calculation (ωB97M-V with the def2-TZVPD basis set) on a single C5H7NO molecule at a distorted geometry.

Atoms and positions in Å:
1 O 3.005 0.883 -0.314
2 N -0.759 2.358 -0.476
3 C -0.522 -0.038 0.499
4 C 1.801 0.930 -0.330
5 C -0.843 1.300 -0.015
6 C 0.951 -0.297 0.076
7 C -1.503 -1.103 -0.007
8 H -2.528 -0.840 0.269
9 H 1.262 1.856 -0.683
10 H 1.498 -0.833 0.859
11 H -0.588 0.011 1.592
12 H 0.952 -0.956 -0.804
13 H -1.273 -2.080 0.431
14 H -1.453 -1.191 -1.097

**HOMO-LUMO gap**: 10.53 eV
**E_LUMO**: 0.7110 eV
**SMILES**: C[C@H](C#N)CC=O
**Net charge**: 0
**Calculated total energy**: -324.681371 Ha

Charges in e, computed with Löwdin, in the same order as the atoms: 0.047 0.161 -0.352 -0.242 -0.203 -0.101 -0.067 0.083 0.101 0.127 0.145 0.127 0.086 0.088

=====

ORCA calculation (ωB97M-V with the def2-TZVPD basis set) on a single C5H7NO molecule.

Atoms and positions in Å:
1 O 0.066 2.046 -0.001
2 N -0.897 -0.022 0.345
3 C 1.410 -1.281 -0.444
4 C 1.115 -2.555 -0.164
5 C 0.098 0.680 -0.002
6 C -2.111 0.647 0.767
7 C 1.360 0.054 -0.431
8 H 0.900 2.398 -0.336
9 H 2.213 0.649 -0.739
10 H 0.784 -3.150 -1.026
11 H -2.401 1.468 0.097
12 H -2.002 1.070 1.775
13 H 2.388 -1.919 -0.637
14 H -2.922 -0.086 0.797

**HOMO-LUMO gap**: 8.64 eV
**E_LUMO**: 0.4098 eV
**Net charge**: 0
**Calculated total energy**: -324.541930 Ha

Charges in e, computed with Löwdin, in the same order as the atoms: 0.063 0.035 -0.256 0.141 -0.447 -0.130 -0.048 0.100 0.102 0.054 0.075 0.081 0.160 0.067

=====

ORCA calculation (ωB97M-V with the def2-TZVPD basis set) on a molecular structure, C5H7NO.

Atoms and positions in Å:
1 O 1.829 -0.946 -0.663
2 N -1.156 -0.051 1.261
3 C -0.303 -0.910 0.372
4 C -1.057 0.930 0.171
5 C -0.680 -0.045 -0.876
6 C 1.078 -0.257 0.327
7 C 0.380 0.940 -0.280
8 H 2.589 -0.396 -0.892
9 H -1.666 1.820 0.072
10 H -1.088 -0.348 -1.835
11 H 0.869 1.870 -0.570
12 H -2.094 -0.442 1.138
13 H -0.367 -1.985 0.528
14 H 1.667 -0.179 1.247

**HOMO-LUMO gap**: 9.89 eV
**E_LUMO**: 1.0323 eV
**Net charge**: 0
**Calculated total energy**: -324.587561 Ha

Charges in e, computed with Löwdin, in the same order as the atoms: -0.028 0.044 -0.192 -0.247 -0.062 -0.317 -0.092 0.096 0.140 0.129 0.134 0.102 0.146 0.146

=====

ORCA calculation (ωB97M-V with the def2-TZVPD basis set) on a molecular structure, C5H7NO.

Atoms and positions in Å:
1 O 0.112 -1.221 -1.363
2 N 0.354 -0.010 0.872
3 C 0.229 -1.374 1.015
4 C -0.645 -1.532 -0.110
5 C 0.246 0.185 -1.200
6 C 1.304 0.578 -0.153
7 C -0.746 0.092 -0.027
8 H -1.782 2.171 0.729
9 H -1.381 -2.312 -0.286
10 H 1.378 1.659 -0.013
11 H 2.285 0.104 -0.146
12 H 0.495 -1.945 1.898
13 H -1.972 2.869 0.919
14 H 0.123 0.734 -2.135

**HOMO-LUMO gap (spin up / spin down)**: 7.65 / 7.80 eV
**E_LUMO (spin up / spin down)**: -0.3018 / -0.2667 eV
**Net charge**: 0
**Calculated total energy**: -324.434748 Ha

Charges in e, computed with Löwdin, in the same order as the atoms: -0.049 -0.029 -0.046 -0.160 -0.260 -0.030 -0.058 -0.009 0.133 0.117 0.121 0.109 0.026 0.137

=====

ORCA calculation (ωB97M-V with the def2-TZVPD basis set) on a single C5H7NO molecule at a distorted geometry.

Atoms and positions in Å:
1 O 1.086 -1.559 -0.220
2 N 0.728 -0.065 -1.902
3 C 1.191 -1.219 1.150
4 C -1.553 1.030 0.104
5 C -0.395 0.130 0.325
6 C 0.142 -0.359 1.518
7 C 0.502 -0.426 -0.631
8 H -0.194 -0.174 2.530
9 H -1.250 1.943 -0.419
10 H 0.422 0.842 -2.226
11 H -2.007 1.324 1.055
12 H -2.320 0.533 -0.500
13 H 1.518 -0.482 -2.380
14 H 2.129 -1.517 1.596

**HOMO-LUMO gap**: 7.43 eV
**E_LUMO**: 0.8838 eV
**SMILES**: Cc1ccoc1N
**Net charge**: 0
**Calculated total energy**: -324.637536 Ha

Charges in e, computed with Löwdin, in the same order as the atoms: 0.049 0.171 -0.119 -0.063 -0.257 -0.048 -0.387 0.108 0.070 0.110 0.077 0.077 0.113 0.097

=====

ORCA calculation (ωB97M-V with the def2-TZVPD basis set) on a molecular structure, C5H7NO.

Atoms and positions in Å:
1 O 2.223 -0.325 -2.253
2 N -0.072 0.074 -1.370
3 C 1.429 -0.659 -1.395
4 C 0.410 0.747 -0.320
5 C -2.224 -0.866 1.480
6 C -0.272 0.893 1.023
7 C -1.331 -0.082 1.278
8 H 1.077 -1.670 -1.128
9 H 1.675 -0.285 -0.194
10 H -0.810 -0.578 -1.098
11 H -3.020 -1.550 1.677
12 H 1.127 1.532 -0.565
13 H 0.484 0.860 1.817
14 H -0.696 1.907 1.049

**HOMO-LUMO gap**: 9.48 eV
**E_LUMO**: 0.5073 eV
**Net charge**: 0
**Calculated total energy**: -324.520261 Ha

Charges in e, computed with Löwdin, in the same order as the atoms: -0.023 0.042 -0.452 -0.221 0.127 -0.160 -0.144 0.144 0.157 0.094 0.034 0.140 0.128 0.133

=====

ORCA calculation (ωB97M-V with the def2-TZVPD basis set) on a single C5H7NO molecule at a distorted geometry.

Atoms and positions in Å:
1 O -1.021 0.559 -1.204
2 N -1.947 -1.737 -0.246
3 C 1.520 -0.751 0.688
4 C 0.082 2.111 0.299
5 C -0.808 -1.422 -0.664
6 C -0.173 0.773 -0.310
7 C 0.287 -0.462 0.279
8 H -0.359 2.890 -0.322
9 H -2.262 -2.660 -0.533
10 H 1.802 -1.771 0.916
11 H -0.383 2.156 1.285
12 H 2.298 0.000 0.772
13 H 1.152 2.271 0.431
14 H -0.187 -1.958 -1.390

**HOMO-LUMO gap**: 8.88 eV
**E_LUMO**: -0.0111 eV
**SMILES**: [H]/N=C/C(=C)C(C)=O
**Net charge**: 0
**Calculated total energy**: -324.593561 Ha

Charges in e, computed with Löwdin, in the same order as the atoms: 0.059 0.067 0.079 0.002 -0.214 -0.412 -0.147 0.087 0.048 0.068 0.100 0.068 0.082 0.112

=====

ORCA calculation (ωB97M-V with the def2-TZVPD basis set) on a single C5H7NO molecule.

Atoms and positions in Å:
1 O 1.332 0.406 2.011
2 N -0.649 0.633 0.900
3 C -0.529 -2.196 -0.837
4 C 0.146 0.171 1.907
5 C -0.011 -1.139 -1.096
6 C -0.052 1.214 -0.292
7 C 0.604 0.183 -1.255
8 H 0.490 0.507 -2.300
9 H -1.499 0.102 0.763
10 H -0.959 -3.154 -0.639
11 H -0.857 1.766 -0.790
12 H -0.408 -0.473 2.620
13 H 1.676 0.068 -1.035
14 H 0.718 1.912 0.043

**HOMO-LUMO gap**: 10.76 eV
**E_LUMO**: 0.9156 eV
**SMILES**: C#CCCNC=O
**Net charge**: 0
**Calculated total energy**: -324.656598 Ha

Charges in e, computed with Löwdin, in the same order as the atoms: 0.022 -0.003 0.109 -0.365 -0.158 -0.181 -0.176 0.115 0.122 0.027 0.118 0.133 0.120 0.118

=====

ORCA calculation (ωB97M-V with the def2-TZVPD basis set) on a molecular structure, C5H7NO at a distorted geometry.

Atoms and positions in Å:
1 O -0.657 2.122 -0.558
2 N 0.118 -1.039 1.007
3 C 0.444 0.070 0.143
4 C -1.805 -0.046 -0.069
5 C -0.678 1.006 -0.100
6 C -0.642 -1.028 -0.192
7 C 1.894 0.241 -0.201
8 H -2.524 0.030 -0.886
9 H -0.211 -1.410 -1.096
10 H 2.350 0.710 0.677
11 H 2.071 0.883 -1.067
12 H -2.342 -0.108 0.886
13 H 2.404 -0.720 -0.345
14 H -0.422 -0.712 1.801

**HOMO-LUMO gap**: 10.31 eV
**E_LUMO**: 1.0007 eV
**Net charge**: 0
**Calculated total energy**: -324.630333 Ha

Charges in e, computed with Löwdin, in the same order as the atoms: 0.086 0.100 -0.365 -0.022 -0.376 -0.163 -0.006 0.119 0.145 0.087 0.082 0.115 0.086 0.113

=====

ORCA calculation (ωB97M-V with the def2-TZVPD basis set) on a single C5H7NO molecule.

Atoms and positions in Å:
1 O -0.465 -2.359 0.467
2 N 2.130 -0.337 -1.092
3 C -0.304 -1.190 0.274
4 C 1.894 -0.005 0.113
5 C 0.503 0.021 0.638
6 C -1.975 0.705 -0.013
7 C -0.667 0.048 -0.400
8 H 2.678 0.226 0.844
9 H -2.246 0.442 1.015
10 H -2.781 0.351 -0.663
11 H 3.132 -0.365 -1.276
12 H 0.339 0.501 1.603
13 H -1.919 1.796 -0.083
14 H -0.319 0.169 -1.426

**HOMO-LUMO gap**: 10.06 eV
**E_LUMO**: 0.9355 eV
**SMILES**: [H]/N=C/[C@@H]1C(=O)[C@H]1C
**Net charge**: 0
**Calculated total energy**: -324.642441 Ha

Charges in e, computed with Löwdin, in the same order as the atoms: 0.143 0.104 -0.332 -0.209 -0.140 -0.050 -0.210 0.113 0.085 0.083 0.052 0.141 0.080 0.140

=====

ORCA calculation (ωB97M-V with the def2-TZVPD basis set) on a single C5H7NO molecule.

Atoms and positions in Å:
1 O 0.502 1.389 0.387
2 N -2.415 -0.575 -0.496
3 C 1.060 0.165 0.312
4 C 2.462 0.001 0.313
5 C -1.167 -0.020 -0.183
6 C 0.064 -0.771 -0.116
7 C -0.865 1.262 0.105
8 H 3.091 0.874 0.416
9 H 2.874 -0.984 0.486
10 H 0.216 -1.834 -0.248
11 H -1.432 2.181 0.143
12 H -3.179 0.033 -0.222
13 H -2.538 -1.475 -0.047
14 H 1.327 -0.244 -0.849

**HOMO-LUMO gap**: 7.49 eV
**E_LUMO**: 0.8723 eV
**Net charge**: 0
**Calculated total energy**: -324.549031 Ha

Charges in e, computed with Löwdin, in the same order as the atoms: 0.027 0.085 -0.478 0.012 -0.343 -0.019 -0.057 0.055 0.055 0.126 0.117 0.089 0.088 0.242

=====

ORCA calculation (ωB97M-V with the def2-TZVPD basis set) on a single C5H7NO molecule at a distorted geometry.

Atoms and positions in Å:
1 O 0.578 1.448 1.690
2 N -1.272 -0.104 1.265
3 C 1.652 0.404 -1.048
4 C -0.067 0.781 0.858
5 C 0.418 -0.004 -0.313
6 C -0.409 -1.072 -0.547
7 C -1.451 -1.080 0.416
8 H -2.365 -1.664 0.388
9 H -0.990 1.257 0.233
10 H -0.340 -1.765 -1.375
11 H 1.940 -0.353 -1.783
12 H -1.865 0.220 2.015
13 H 1.525 1.359 -1.573
14 H 2.473 0.546 -0.334

**HOMO-LUMO gap**: 8.23 eV
**E_LUMO**: 0.1307 eV
**Net charge**: 0
**Calculated total energy**: -324.630120 Ha

Charges in e, computed with Löwdin, in the same order as the atoms: -0.067 0.096 -0.023 -0.571 -0.183 -0.031 -0.097 0.127 0.211 0.109 0.080 0.160 0.095 0.094

=====

ORCA calculation (ωB97M-V with the def2-TZVPD basis set) on a molecular structure, C5H7NO.

Atoms and positions in Å:
1 O -0.329 -1.454 -0.361
2 N 1.298 0.349 0.126
3 C -1.561 -0.816 -0.796
4 C 0.227 -0.164 -0.170
5 C -2.128 -0.027 0.333
6 C -1.021 0.545 -0.520
7 C 2.637 0.273 0.553
8 H 2.718 -0.153 1.558
9 H -1.033 1.494 -1.035
10 H 3.286 -0.267 -0.141
11 H 2.971 1.311 0.596
12 H -3.083 0.461 0.175
13 H -1.923 -0.342 1.354
14 H -2.061 -1.209 -1.671

**HOMO-LUMO gap**: 9.81 eV
**E_LUMO**: 1.0584 eV
**Net charge**: 0
**Calculated total energy**: -324.604038 Ha

Charges in e, computed with Löwdin, in the same order as the atoms: 0.030 0.073 -0.216 -0.350 -0.036 -0.122 -0.122 0.083 0.141 0.080 0.069 0.108 0.116 0.146

=====

In order of appearance, energy relative to the best compared isomer or geometry (same formula, charge and spin) = 166.0, 439.1, 58.0, 227.9, 153.6, 113.1, 479.3, 359.4, 760.7, 228.2, 536.1, 343.7, 178.2, 247.1, 215.4, 460.6, 247.7, 316.2 kJ/mol.